C31H40CuN5O2SSb2 as an isolated structure, computed with ωB97M-V/def2-TZVPD.

* energy relative to the best compared isomer or geometry (same formula, charge and spin): 73.4 kJ/mol
* 2S+1: 2
* charge: +1
* LUMO (alpha / beta): -2.61 / -3.98 eV
* Kohn-Sham gap (alpha / beta): 7.22 / 5.81 eV
* HOMO level (alpha / beta): -9.8 / -9.8 eV
* ⟨S²⟩: 0.756

```
82
Properties=species:S:1:pos:R:3:mulliken_charge:R:1
C 2.2718 -2.2970 1.0542 0.428
H -3.2778 -2.8440 -5.6830 0.481
N -0.7404 0.4208 -0.7533 -0.669
C -0.5935 4.7798 3.9429 -0.742
C -1.5914 1.1397 4.4697 -1.204
H -1.8980 6.4421 3.6006 0.414
C -1.7341 -1.3633 -5.8864 -0.283
C 1.1891 -3.1115 -1.0218 -0.934
Cu 0.1513 -0.1262 0.9951 -0.015
C 1.6372 3.5991 1.3098 -1.349
C -2.4213 0.8549 -2.3855 -1.223
H -2.3332 -0.6780 -6.4731 0.479
H 0.2971 -3.1366 -0.4043 0.221
H -4.0003 1.5466 1.8745 0.451
C 1.5651 0.3992 -1.2848 0.386
C -1.2569 -5.5878 -3.7166 -0.719
C -3.9240 0.5206 2.2271 -1.559
H 3.9980 2.4989 3.2070 0.474
H -0.4228 -5.9205 -4.3391 0.343
H 3.6955 0.8207 3.6925 0.378
H -1.3396 -2.3038 3.9731 0.417
H -3.0089 -1.8145 4.3356 0.395
H -3.9561 5.0600 3.7626 0.421
C -1.4525 -3.4628 -4.7555 0.793
N 2.3255 -2.7344 -0.1953 0.003
H -2.7312 0.4918 -0.2764 0.078
N 3.4029 -1.9323 1.6510 -0.032
H -2.3891 0.8301 5.1474 0.695
H -0.8742 -5.1955 -2.7700 0.218
H 0.6533 4.0507 1.1926 0.369
O -2.0464 -4.6235 -4.3886 -0.455
H 3.0285 0.8751 -4.3109 0.456
O 1.7859 0.1979 -0.0040 0.528
Sb 1.4786 1.8492 2.5064 0.538
H 0.9743 2.1143 5.1571 0.589
H -3.7677 2.6477 4.1910 0.454
H 1.0533 -2.3873 -1.8271 0.070
C -2.8683 3.2460 4.0979 -0.545
C 2.5614 0.5328 -2.2313 -0.827
H 3.2205 -2.7044 -0.6582 0.243
H 5.0322 -2.8247 0.6544 0.383
H 3.2972 -1.5760 2.5854 0.298
C -0.4233 -1.0114 -5.5686 -0.222
C 2.2362 0.7581 -3.5815 -0.769
H 0.3026 5.3882 3.9012 0.389
H -2.6218 -2.5971 2.7875 0.418
S 0.7999 -2.1896 1.9591 -0.553
C -0.4636 3.4109 4.1823 0.621
C -2.2578 -2.5636 -5.4582 -0.693
H -3.4717 1.0034 -2.5903 0.453
H 3.5977 0.4937 -1.9206 0.494
H 1.3584 -4.1006 -1.4452 0.437
C 0.9407 0.8021 -4.0190 -0.228
C -1.8309 5.3768 3.7768 -0.711
H 0.5325 -3.8513 -4.0069 0.452
H 4.0373 1.2056 1.9878 0.274
N 0.7047 1.0368 -5.4209 -0.559
C -2.9796 4.6053 3.8631 -0.810
H -4.5142 0.3981 3.1344 0.480
C 3.5526 1.5539 2.8990 -1.257
C -1.6264 2.6262 4.2434 0.690
H 1.4224 -1.6787 -4.7041 0.523
C -0.1222 -3.1458 -4.4982 -0.245
H -0.6497 0.7901 4.8893 0.359
Sb -1.9127 -0.0013 2.6789 1.295
H 2.0266 3.3308 0.3289 0.365
H -1.7870 1.1621 -4.3931 0.639
C -1.4874 0.9348 -3.3798 -0.476
C 0.9096 2.8301 4.3372 -1.469
N 0.0448 0.2404 -6.0981 -0.345
C -0.1193 0.7423 -3.0780 0.568
H -4.3027 -0.1581 1.4638 0.456
H 1.6410 3.6159 4.5275 0.654
C 0.3852 -1.9151 -4.8991 -0.457
C -2.0040 0.5762 -1.0743 0.213
H -1.9135 -6.4289 -3.5165 0.264
H 2.3079 4.3138 1.7859 0.443
C 4.6899 -1.8430 0.9885 -1.135
C 0.2096 0.5206 -1.7290 0.707
C -2.2605 -1.9085 3.5494 -1.377
H 5.4189 -1.4598 1.6962 0.353
H 4.6387 -1.1573 0.1386 0.312
```

---

A single C31H40O2 molecule, computed with ωB97M-V/def2-TZVPD.

* energy relative to the best compared isomer or geometry (same formula, charge and spin): 8.2 kJ/mol
* LUMO: -1.21 eV
* Kohn-Sham gap: 7.20 eV
* HOMO level: -8.4 eV

```
73
Properties=species:S:1:pos:R:3:mulliken_charge:R:1
H 3.7987 0.5268 -0.7526 -0.005
H 0.0029 -2.0204 -2.8033 0.448
H -2.0728 -5.7736 -0.1844 0.431
H 0.1651 2.1859 0.3774 0.458
H -5.1066 -2.9140 -1.1584 0.514
C -2.3902 -2.5560 0.8192 0.651
H 6.4974 -0.8540 -0.8401 0.235
C 1.6675 -0.9294 -2.0126 -0.190
C 5.7052 -0.3447 -0.3059 -0.885
C -2.5872 4.1701 1.2489 -1.602
H -1.5154 4.3639 1.2102 0.352
H -0.7315 -1.0244 -0.6566 -1.282
H 2.2782 -0.1376 -2.4195 0.296
C -0.7834 -0.4433 -1.5781 0.863
C -3.5722 -2.2308 0.1482 0.319
H -1.4136 1.6577 2.1545 0.130
C 1.4029 -2.8517 -0.4456 -1.830
C -1.6202 0.7337 2.6878 -1.965
C -3.0124 3.3751 0.0518 0.753
C -4.1377 1.4220 1.2587 -1.208
C -3.6581 -4.4565 -0.7688 -0.638
O -5.2004 -0.5923 -0.3136 -0.689
H -2.8178 3.6731 2.1859 0.359
C 2.1744 -1.7334 -1.0848 1.063
C -3.4872 0.0706 1.1673 0.523
C 0.4517 1.3286 -0.2266 -1.790
C -0.5889 1.0141 -1.2622 1.034
H 7.3523 -0.3606 2.4237 0.336
H -2.2270 0.9685 3.5621 0.486
H 0.2206 -0.4047 -3.4813 0.411
C -4.1964 -3.1874 -0.6455 -0.662
H -2.5472 5.0551 -1.1965 0.471
C 3.5725 -1.6044 -0.5371 -0.383
H -0.4731 3.6961 -0.9920 0.421
C -1.6812 -1.5515 1.6401 0.275
H 7.7629 1.1390 1.6013 0.330
H -0.6841 0.2931 3.0228 0.370
H 1.4033 1.5581 -0.7055 0.327
C -1.2900 1.9387 -1.9090 -0.479
H -5.2197 1.2858 1.1762 0.452
C -2.3321 -0.2335 1.7970 0.666
H -3.3447 3.7169 -2.0356 0.406
H 0.5732 -3.1798 -1.0662 0.338
H 4.1357 -2.5039 -0.8083 0.297
H 0.6063 0.4766 0.4296 0.121
H 3.5052 -1.5940 0.5552 0.269
H 4.8563 0.3413 2.6752 0.315
C -4.1759 -0.8872 0.2760 0.772
C 4.9940 0.9010 1.7497 -1.057
H 4.5192 -0.4122 -2.0652 0.435
C -1.8612 -3.8370 0.6953 -0.493
C 0.2722 -0.9886 -2.5605 -1.532
H 4.0261 1.0097 1.2716 -0.037
C 5.9861 0.1948 0.8743 1.069
H -3.9442 1.7690 -0.8687 0.390
H 8.0481 -0.4099 0.7986 0.335
H 1.0032 -2.5237 0.5151 0.091
C -3.6804 2.2288 0.0740 -0.381
C -2.4918 -4.7825 -0.0940 -0.678
H 2.0569 -3.7018 -0.2568 0.605
H -3.9090 1.9097 2.2028 0.579
H -0.9707 3.8933 -2.6716 0.440
H -0.9523 -4.0742 1.2277 0.518
H -3.0933 5.1361 1.2432 0.413
H -1.7725 -0.5951 -2.0184 0.608
C -2.6049 3.9676 -1.2735 -1.244
C -1.2348 3.4212 -1.7206 -0.827
H -4.1489 -5.1922 -1.3883 0.424
C 4.3683 -0.3742 -0.9848 -0.320
O -0.6020 -1.8007 2.1535 -0.749
H 5.3674 1.8896 2.0163 0.450
C 7.3704 0.1331 1.4522 -1.421
H -2.0112 1.6166 -2.6505 0.496
```

---

A 2-piece molecular cluster, C31H41BO2 overall, computed with ωB97M-V/def2-TZVPD.

* LUMO: 0.67 eV
* Kohn-Sham gap: 9.10 eV
* HOMO level: -8.4 eV

```
75
Properties=species:S:1:pos:R:3:mulliken_charge:R:1
H 2.9633 1.7887 -6.4268 0.381
B -0.8760 1.7530 -2.6513 1.349
H 1.4461 -0.1841 -6.1985 0.378
H -0.2397 -0.2716 -4.3806 0.400
H 2.7230 -0.7893 -1.0817 0.211
C -2.9588 4.3110 -1.8666 -1.853
H 4.2660 -0.6088 2.1436 0.498
H -4.5228 0.3186 -3.2347 0.472
H -0.8347 -0.4133 2.1951 0.431
H -2.6003 1.4179 -0.0126 0.239
H 2.6641 -2.2827 0.9772 0.257
H -2.5890 4.9065 -1.0193 0.461
O -1.9579 0.8685 -2.7771 -0.720
H 0.1330 -2.2065 -1.5727 0.633
C 2.6463 0.7763 3.8347 -1.562
H -4.0528 4.4114 -1.8972 0.334
C -2.5764 -2.7662 0.3896 -0.689
H -5.1642 1.7614 -2.4223 0.341
C 1.4516 -2.3245 5.6080 0.495
H 1.1508 -1.8824 7.6956 0.350
C 2.0199 -1.5836 2.9243 0.049
C 2.4000 -1.3187 1.4371 0.685
C 1.3479 2.6461 -3.5423 -0.629
C 0.4594 0.5630 -4.4542 -0.306
C 2.2920 1.7013 -5.5727 -0.439
H 4.1893 -0.6631 0.3773 0.472
C -2.9271 2.4419 -0.2424 -1.871
H 1.7777 0.7425 -0.8393 0.282
H 3.3563 0.6530 1.2133 0.289
H 1.9933 -0.3011 6.0931 0.238
H 3.7325 0.8293 3.6549 0.301
H 1.3386 3.4068 -2.7614 0.453
C 0.3786 1.6255 -3.5362 0.279
H -4.0747 3.0329 -4.2523 0.393
C -0.0699 -1.4910 0.5075 -0.319
C 1.4119 0.6232 -5.4721 -0.566
H -4.0132 2.5213 -0.1059 0.342
C 2.2808 2.6807 -4.5755 -0.535
C -1.0599 -1.1792 1.4448 -0.497
H 0.1027 -3.1592 7.0715 0.339
O -1.1056 2.7989 -1.7769 -0.665
H 2.4812 1.2886 4.7932 0.409
H 2.6693 -4.1263 1.7781 0.346
C 1.3489 -3.2475 4.5717 -0.937
C 3.6221 -0.4163 1.2839 -1.963
H 2.1224 1.3398 3.0512 0.248
C 1.1119 -2.7326 7.0078 -1.489
H -3.0473 -1.6461 2.1951 0.393
C -3.1751 2.4100 -4.1740 -1.757
H 1.0422 -4.2707 4.7796 0.332
H -4.2592 0.5274 -1.4829 0.346
C 2.1446 -0.6381 3.9742 1.612
C 1.6479 -2.8957 3.2566 0.978
C 1.6706 -3.9769 2.2175 -1.789
H -3.2808 1.5943 -4.9053 0.460
C -2.5471 2.8592 -1.6600 1.733
H 0.9624 -3.7687 1.4057 0.223
C 1.7532 -0.3531 -0.7757 -1.100
H -2.4478 3.1193 0.4754 0.531
H -2.5327 4.7217 -2.7934 0.332
C 1.3161 -0.7533 0.6337 1.142
H 1.0527 -0.6942 -1.5378 -0.019
H 2.9986 3.4947 -4.6073 0.376
H -2.2993 3.0135 -4.4695 0.246
C -2.2980 -1.8423 1.4130 -0.562
C -3.0480 1.8081 -2.7581 1.314
H -1.9982 -3.3811 -1.6257 0.394
H 1.7990 -3.5072 7.3764 0.303
H -3.4800 -3.3750 0.4072 0.402
C -1.7163 -2.8320 -0.7115 -0.625
C 1.8701 -1.0319 5.2875 -0.988
C -4.3237 1.0541 -2.4427 -1.807
H 1.0222 0.1997 1.1130 0.180
H 1.3921 -4.9228 2.6879 0.402
C -0.4762 -2.1729 -0.6600 -0.363
```